(1)
ORCA calculation (ωB97M-V/def2-TZVPD) on a 2-piece molecular cluster, C6H13NO3 overall.

The geometry in XYZ format:
```
23
Properties=species:S:1:pos:R:3:forces:R:3:lowdin_charge:R:1
O -3.447 -0.130 -3.656 0.682 0.127 0.179 0.048
C -2.288 0.094 -3.388 -0.591 -0.198 -0.349 -0.275
C -1.782 0.467 -2.027 -0.005 0.251 0.342 -0.172
C -0.588 -0.386 -1.593 0.390 -0.444 -0.203 -0.195
C -0.035 0.075 -0.249 -0.128 1.021 1.673 -0.138
C 1.136 -0.730 0.286 1.413 -1.632 -3.497 -0.568
O 2.224 -0.740 -0.301 -1.285 0.321 1.233 0.023
O 0.702 -1.857 0.919 -0.456 0.174 0.493 0.061
H -1.512 0.039 -4.187 -0.097 0.003 0.129 0.128
H -2.608 0.407 -1.305 0.181 0.015 -0.211 0.126
H -1.467 1.524 -2.094 -0.056 -0.228 0.057 0.130
H 0.204 -0.334 -2.355 -0.145 -0.010 0.202 0.126
H -0.895 -1.440 -1.526 0.054 0.199 0.009 0.130
H -0.822 0.012 0.518 0.029 0.172 -0.286 0.123
H 0.287 1.124 -0.309 -0.108 -0.212 -0.072 0.125
H 1.298 -2.584 0.697 0.360 0.253 0.140 0.121
C 0.924 0.680 3.310 -0.003 0.002 0.147 -0.155
N 1.837 0.434 2.197 -0.198 0.264 0.086 -0.047
H 0.428 -0.263 3.572 0.111 0.212 0.003 0.076
H 1.434 1.079 4.200 -0.272 -0.047 -0.099 0.069
H 0.145 1.386 2.994 0.221 -0.149 0.109 0.076
H 2.615 -0.158 2.479 -0.151 0.142 -0.198 0.096
H 2.209 1.301 1.819 0.055 -0.235 0.113 0.094
```
Forces are in eV/Å.

Calculated values
Structure (SMILES): O=CCCCC(=O)O.CN
ΔE to the lowest compared entry with this formula, charge and spin in kcal/mol: 40.1



(2)
ORCA calculation (ωB97M-V/def2-TZVPD) on C6H13NO3 in the gas phase.

The geometry in XYZ format:
```
23
Properties=species:S:1:pos:R:3:forces:R:3:lowdin_charge:R:1
C -1.870 1.143 0.606 -0.084 0.129 0.245 -0.073
C -1.264 0.303 -0.482 0.952 -1.187 0.001 -0.455
C -2.308 -0.319 -1.380 -0.120 0.198 -0.105 -0.084
C -0.346 -0.842 0.027 -0.123 0.083 -0.830 -0.138
C 0.886 -0.317 0.753 -0.079 0.625 0.146 -0.373
C 1.847 -1.425 1.093 0.386 -0.439 -0.020 -0.057
O 1.401 0.601 -0.267 1.152 -0.307 0.431 -0.135
O 2.832 0.778 -0.092 -1.204 0.715 -0.259 -0.114
N 3.065 2.190 -0.605 0.494 -1.703 -0.237 0.047
O 4.054 2.127 -1.196 -0.141 0.888 0.318 0.087
H -2.462 0.521 1.289 0.045 0.160 -0.015 0.089
H -1.107 1.684 1.178 -0.196 -0.092 -0.035 0.077
H -2.531 1.874 0.139 -0.084 0.123 0.200 0.079
H -0.568 0.900 -1.068 -0.379 0.338 -0.230 0.124
H -2.957 -0.977 -0.792 -0.050 0.041 -0.159 0.084
H -2.909 0.470 -1.834 -0.195 -0.135 -0.095 0.077
H -1.836 -0.902 -2.175 -0.137 0.020 0.048 0.080
H -0.907 -1.661 0.512 0.284 0.567 0.395 0.135
H 0.075 -1.318 -0.890 -0.241 0.185 0.484 0.130
H 0.685 0.326 1.639 -0.129 -0.585 -0.351 0.149
H 1.372 -2.112 1.809 0.059 0.247 -0.174 0.091
H 2.086 -2.010 0.181 0.036 0.358 0.497 0.099
H 2.764 -1.035 1.556 -0.248 -0.227 -0.256 0.080
```
Forces are in eV/Å.

Calculated values
Structure (SMILES): CC(C)C[C@@H](C)OON=O
ΔE to the lowest compared entry with this formula, charge and spin in kcal/mol: 155.0



(3)
ORCA calculation (ωB97M-V/def2-TZVPD) on C6H13NO3 in the gas phase.

The geometry in XYZ format:
```
23
Properties=species:S:1:pos:R:3:forces:R:3:lowdin_charge:R:1
C -1.742 -1.014 -0.844 0.143 0.175 0.114 -0.026
C -0.946 0.262 -0.572 0.133 -0.016 0.364 -0.518
N -1.613 1.370 -1.242 0.161 -0.139 -0.067 0.096
C -0.780 0.557 0.926 0.524 -0.130 -0.442 -0.151
C 0.336 -0.331 1.470 2.011 0.011 1.561 -0.106
C 2.214 -0.189 1.270 -3.230 -1.026 -0.541 -0.234
O 2.649 1.000 0.889 -0.627 2.174 -2.168 -0.114
C 0.538 0.148 -0.976 0.369 1.258 -2.393 -0.413
O 1.213 1.191 -1.103 -1.268 -1.659 0.059 0.070
O 1.044 -0.991 -1.493 -0.128 0.595 0.543 0.145
H -1.378 -1.862 -0.264 0.026 -0.036 0.030 0.083
H -1.725 -1.274 -1.905 -0.022 -0.012 -0.049 0.092
H -2.777 -0.837 -0.558 -0.019 -0.006 0.009 0.095
H -1.731 1.182 -2.233 0.005 0.026 0.073 0.089
H -1.057 2.214 -1.156 -0.007 -0.049 0.008 0.087
H -0.476 1.601 1.038 -0.093 0.009 -0.043 0.126
H -1.731 0.419 1.453 0.148 -0.019 0.005 0.124
H 0.399 -0.158 2.544 -0.349 -0.054 0.115 0.078
H 0.124 -1.397 1.371 -0.013 -0.077 -0.202 0.081
H 2.524 -0.453 2.284 -0.011 -0.023 -0.220 0.102
H 2.364 -0.982 0.530 0.411 -0.167 0.318 0.081
H 2.110 1.273 -0.077 1.941 -0.881 2.878 0.102
H 0.440 -1.731 -1.350 -0.104 0.048 0.047 0.110
```
Forces are in eV/Å.

Calculated values
Structure (SMILES): C[C@@](N)(CCCO)C(=O)O
ΔE to the lowest compared entry with this formula, charge and spin in kcal/mol: 67.8



(4)
ORCA calculation (ωB97M-V/def2-TZVPD) on C6H13NO3PS as an isolated structure.

The geometry in XYZ format:
```
25
Properties=species:S:1:pos:R:3:forces:R:3:lowdin_charge:R:1
C -1.244 0.390 1.671 0.324 -0.603 -2.076 -0.215
C -0.271 -1.056 -0.026 0.248 0.181 2.798 -0.119
C 0.903 1.506 -0.482 -0.348 -1.007 0.236 -0.803
C 0.252 1.787 -1.776 -2.572 1.209 0.667 -0.173
C 2.260 0.933 -0.575 -0.347 -2.014 -2.708 -0.163
C 0.473 -1.126 2.378 0.513 -1.595 0.461 -0.085
N -0.491 -0.732 1.364 0.342 0.917 -1.321 -0.321
O -1.235 -2.930 -1.497 0.175 -0.148 -0.404 -0.390
O -2.934 -1.960 0.135 -0.941 0.822 0.862 -0.336
O -2.161 -0.609 -1.907 -0.951 0.375 0.303 -0.201
P -1.823 -1.753 -0.793 1.982 -0.963 -1.286 0.167
S 0.242 1.982 0.967 0.691 0.899 -0.188 0.759
H -1.786 0.769 0.779 -0.157 -0.684 1.094 0.057
H -1.589 0.721 2.673 0.509 -0.893 -0.681 0.086
H 0.732 -1.599 -0.263 -2.044 0.729 0.799 0.095
H 0.481 1.313 -2.703 0.706 -1.044 -0.260 0.065
H 0.331 2.844 -1.993 0.157 0.659 -0.118 0.064
H -0.818 1.640 -1.555 0.143 0.083 -0.659 0.060
H 2.839 1.133 -1.525 -0.845 0.132 0.785 0.095
H 2.142 -0.163 -0.537 0.517 0.332 -0.075 0.054
H 2.820 1.220 0.213 2.078 0.899 2.692 0.009
H 1.380 -0.515 2.312 -0.434 0.619 0.534 0.068
H -0.053 -1.177 3.385 0.971 0.390 -1.180 0.107
H 0.917 -2.142 2.171 -1.064 0.705 0.051 0.095
H -1.367 -0.477 -2.418 0.346 0.000 -0.325 0.025
```
Forces are in eV/Å.

Calculated values
Charge: -1
ΔE to the lowest compared entry with this formula, charge and spin in kcal/mol: 112.5



(5)
ORCA calculation (ωB97M-V/def2-TZVPD) on C6H13NO3S2 as an isolated structure.

The geometry in XYZ format:
```
25
Properties=species:S:1:pos:R:3:forces:R:3:lowdin_charge:R:1
C 0.098 1.291 -1.612 0.241 -2.460 -0.663 -0.151
C 0.370 -0.020 -1.635 0.797 -0.784 -0.839 -0.120
C -0.610 1.848 -2.800 0.023 2.462 0.612 -0.094
C 2.024 -1.531 1.369 1.397 3.221 2.513 -0.063
C 1.622 -0.525 0.407 -2.323 -3.563 -2.092 -0.103
C -0.648 0.659 1.595 -0.644 -1.896 -1.656 -0.747
N 1.046 -0.914 -0.728 0.406 4.324 0.591 0.060
O -3.192 -0.427 1.564 0.760 0.756 0.455 -0.342
O -1.563 -1.537 0.249 -0.132 0.823 1.500 -0.249
O -2.302 0.795 -0.335 -0.875 2.030 -3.118 -0.288
S -0.519 -0.306 3.011 2.357 0.864 3.159 0.655
S -2.050 0.013 0.780 0.587 -2.857 2.112 0.475
H 0.434 1.866 -0.811 0.230 1.100 1.200 0.085
H 0.184 -0.651 -2.517 -0.587 0.757 0.219 0.133
H -1.177 1.055 -3.235 -0.699 -0.191 -0.389 0.061
H 0.197 2.123 -3.516 -0.758 0.295 0.206 0.085
H -1.278 2.789 -2.523 1.408 -2.119 -0.732 0.129
H 1.837 -1.004 2.413 -0.291 -1.803 -1.852 0.066
H 1.665 -2.492 1.182 -0.958 -1.415 0.101 0.073
H 3.102 -1.566 1.424 0.680 -0.129 -0.269 0.087
H 1.579 0.479 0.601 0.543 2.416 0.269 0.081
H -0.636 1.718 1.608 -0.385 0.910 0.278 0.018
H -1.832 -2.040 1.068 0.345 0.292 -1.348 0.069
H 0.831 -1.808 -1.052 0.190 -2.072 0.613 0.126
H 0.817 0.184 3.493 -2.312 -0.963 -0.869 -0.048
```
Forces are in eV/Å.

Calculated values
ΔE to the lowest compared entry with this formula, charge and spin in kcal/mol: 91.7



(6)
ORCA calculation (ωB97M-V/def2-TZVPD) on a 2-piece molecular cluster, C6H13NO5 overall.

The geometry in XYZ format:
```
25
Properties=species:S:1:pos:R:3:forces:R:3:lowdin_charge:R:1
C 1.199 2.452 3.226 0.215 -0.043 0.048 -0.117
C 1.182 1.254 2.297 0.069 0.069 0.037 -0.294
C -0.070 1.208 1.447 -0.035 -0.320 -0.175 -0.196
C 0.043 -0.019 0.557 0.626 0.243 0.190 -0.252
O -1.100 -0.207 -0.227 0.529 -0.316 -1.105 -0.092
C -0.754 -0.917 -1.462 -3.671 -0.760 2.799 -0.522
C -2.176 -0.994 -2.149 -0.002 0.065 -0.669 -0.184
O -2.432 0.273 -2.628 -0.901 0.774 -0.996 -0.022
O 0.150 -0.525 -2.213 1.315 -0.053 -0.589 0.144
O 1.235 -3.164 -3.757 1.762 0.143 2.433 0.077
N 1.949 -3.091 -2.768 0.581 -1.961 -1.382 -0.144
O 2.871 -3.789 -2.354 -2.360 1.811 -1.064 0.075
H 2.085 2.438 3.862 -0.066 0.095 0.047 0.068
H 1.207 3.375 2.646 -0.017 0.069 0.060 0.073
H 0.311 2.454 3.859 0.022 0.052 0.065 0.072
H 2.050 1.271 1.630 0.046 0.039 0.122 0.113
H 1.245 0.319 2.863 0.063 0.099 0.077 0.109
H -0.956 1.149 2.099 0.130 -0.021 -0.287 0.125
H -0.152 2.108 0.825 -0.073 -0.131 0.110 0.126
H 0.903 0.115 -0.136 -0.207 -0.072 0.622 0.128
H 0.219 -0.911 1.198 -0.001 0.256 -0.313 0.133
H -0.930 -1.999 -1.116 1.484 0.161 -0.413 0.204
H -2.058 -1.704 -2.976 -0.260 -0.187 0.290 0.132
H -2.931 -1.255 -1.393 0.489 -0.412 -0.108 0.135
H -3.089 0.161 -3.332 0.260 0.400 0.203 0.109
```
Forces are in eV/Å.

Calculated values
ΔE to the lowest compared entry with this formula, charge and spin in kcal/mol: 152.3



| no. | maximum force (eV Å⁻¹) |
| --- | --- |
| 1 | 4.11 |
| 2 | 1.79 |
| 3 | 3.58 |
| 4 | 3.52 |
| 5 | 4.74 |
| 6 | 4.68 |